C4H12NO3 | ωB97M-V/def2-TZVPD

Geometry as XYZ:
```
20
Properties=species:S:1:pos:R:3:forces:R:3:mulliken_charge:R:1
C -0.7241 0.2548 1.4753 2.258 0.007 -1.557 -1.1854
C 0.6558 -0.3955 0.9051 -2.056 2.292 -3.114 0.2175
C 0.4421 -1.8686 0.7223 -1.532 -1.503 2.793 -0.5289
O 1.3669 -2.6259 1.5360 0.718 -0.043 -0.801 -0.5748
N 0.9671 0.2054 -0.4713 -0.414 -2.259 0.598 -0.5534
C -0.1377 0.0070 -1.5809 1.112 1.794 0.779 -0.5251
O -1.2643 0.6715 -1.3603 -0.450 0.621 -0.239 -0.8708
H -0.4375 0.7040 2.4022 -0.737 -0.279 1.292 0.3589
H -1.5236 -0.4763 1.3385 -0.016 0.351 0.884 0.3705
H -0.9616 1.0777 0.8084 -0.096 -0.029 -0.068 0.2293
H 1.5413 -0.1327 1.4779 -0.187 -0.384 0.578 0.4403
H -0.5272 -2.1276 1.2344 0.796 0.203 -0.440 0.1827
H 0.2715 -2.3055 -0.2547 0.826 0.469 -0.542 0.3241
H 2.2412 -2.3548 1.2186 -0.136 -0.229 0.188 0.3142
H 1.1325 1.1999 -0.3811 -0.340 0.101 -0.023 0.2684
H 0.5859 0.3691 -2.3922 -1.138 -0.374 -0.244 0.2414
H -0.4683 -1.0229 -1.7318 1.218 -0.744 0.016 0.3352
H -1.3707 2.2415 -1.3874 0.260 -0.005 -0.196 0.4590
H -0.4985 3.3223 -2.0495 -0.034 0.027 -0.017 0.2534
O -1.2908 3.2566 -1.5096 -0.051 -0.017 0.111 -0.7567
```
Positions in Å, forces in eV/Å.

## Properties
Charge = -1
HOMO level = -0.1302 hartree
Energy = -11974.1294 eV
Relative energy (zero: lowest compared OMol25 entry of this formula, charge and spin) = 42.0 kcal per mole
Maximum force = 4.38 eV Å⁻¹
Gap between HOMO and LUMO = 7.17 eV


C4H12NO3 | ωB97M-V/def2-TZVPD

Geometry as XYZ:
```
20
Properties=species:S:1:pos:R:3:forces:R:3:mulliken_charge:R:1
O -1.7703 1.1510 -1.0866 0.717 -0.114 0.287 -0.4367
C -0.5108 0.5928 -1.0675 -2.718 -2.928 -4.356 0.1357
C 0.0339 0.6414 0.5878 0.111 -1.411 4.618 0.2535
N -0.5571 -0.4125 1.2995 1.967 0.733 -2.724 -0.0806
C 0.2636 -1.5769 1.2826 0.506 -1.012 1.020 -0.8032
C -0.2610 1.9797 1.1854 0.545 1.979 -1.592 -1.3236
O -0.3853 -0.6386 -1.3960 -0.755 2.348 0.979 -0.5690
H 0.1677 1.2354 -1.6376 1.099 0.799 1.014 0.4416
H 1.0793 0.4392 0.3796 0.197 0.044 0.264 0.4375
H -2.2934 0.6777 -1.7523 -0.213 -0.188 0.206 0.3713
H -1.5028 -0.6610 1.0193 -0.504 0.657 0.966 0.3537
H 0.3010 -2.0042 0.2529 -0.461 -0.122 0.051 0.3645
H 1.3170 -1.4070 1.5511 -0.446 0.465 -0.087 0.3511
H -0.1166 -2.2684 2.0499 -0.084 -0.234 -0.730 0.3452
H -1.2467 2.3799 0.9684 -0.209 -0.209 0.297 0.3559
H 0.4504 2.6809 0.7095 -0.352 -0.123 0.235 0.3954
H -0.0295 1.9821 2.2523 -0.188 -0.389 -0.129 0.3637
H 2.0504 -2.0535 -2.7944 -0.496 0.096 0.142 0.3040
H 1.0483 -1.2651 -1.7713 0.631 -0.687 -1.059 0.4077
O 1.9620 -1.4730 -2.0326 0.654 0.296 0.598 -0.6676
```
Positions in Å, forces in eV/Å.

## Properties
Charge = +1
HOMO level = -0.5221 hartree
Energy = -11963.9403 eV
Relative energy (zero: lowest compared OMol25 entry of this formula, charge and spin) = 130.4 kcal per mole
Maximum force = 5.91 eV Å⁻¹
Gap between HOMO and LUMO = 5.62 eV


C4H12NO3PSiYb | ωB97M-V/def2-TZVPD

Geometry as XYZ:
```
23
Properties=species:S:1:pos:R:3:forces:R:3:mulliken_charge:R:1
N -1.2411 -2.0620 -2.2441 0.720 0.729 0.061 -0.6196
P -0.6363 -0.3628 -1.9928 0.288 -0.492 -0.518 0.4871
O -1.1274 0.2094 -3.4322 0.017 0.006 -0.019 -0.5522
Si -2.1544 0.4351 -0.4193 -0.085 0.176 0.038 0.3526
C -1.1671 0.1883 1.1361 0.093 -0.206 0.219 -0.6769
C 0.2097 0.8688 1.0781 -0.124 0.205 -0.394 -0.3317
C 1.2388 0.1663 1.9534 0.164 -0.334 0.289 -0.6764
C 2.6471 0.6193 1.6170 -0.205 0.000 -0.200 0.4165
O 3.3137 0.0049 0.8234 -0.035 0.007 -0.073 -0.5580
O 3.0915 1.7663 2.1282 0.243 0.038 0.034 -0.4346
H -0.5460 -2.5465 -1.6959 -1.284 -0.867 0.675 0.1692
H -1.3152 -2.3028 -3.2307 -0.369 -0.261 -0.043 0.3750
H -0.5355 0.8403 -3.8623 -0.020 0.036 -0.002 0.3738
H -3.3670 -0.3909 -0.5378 0.055 -0.037 -0.092 -0.0645
H -2.3575 1.8367 -0.8254 0.081 -0.025 -0.030 -0.0569
H -1.7535 0.4862 2.0134 0.111 -0.019 -0.095 0.4950
H -1.0122 -0.8975 1.2412 -0.130 0.108 0.050 0.3103
H 0.5875 0.8100 0.0461 0.062 0.145 0.168 0.1566
H 0.1310 1.9388 1.2990 -0.016 -0.167 0.080 0.3248
H 0.9968 0.2455 3.0191 0.058 0.109 -0.121 0.3693
H 1.2469 -0.8977 1.6919 -0.122 0.104 0.199 0.2814
H 2.5266 2.1388 2.8161 -0.114 -0.100 -0.006 0.3603
Yb 1.2237 -3.0946 -2.6222 0.612 0.846 -0.221 1.4989
```
Positions in Å, forces in eV/Å.

## Properties
Charge = +2
HOMO level = -0.5688 hartree
Energy = -60652.7693 eV
Maximum force = 1.69 eV Å⁻¹
Gap between HOMO and LUMO = 5.22 eV


C4H12NO4 | ωB97M-V/def2-TZVPD

Geometry as XYZ:
```
21
Properties=species:S:1:pos:R:3:forces:R:3:mulliken_charge:R:1
C -1.3746 0.4011 2.7167 0.532 -1.539 -0.786 -1.3409
C -0.6095 -0.0623 1.3910 0.267 0.643 -0.529 0.8291
C -1.4284 0.5001 0.1754 1.471 1.946 -0.157 -0.4438
C -0.6394 0.8924 -1.1869 -0.328 -1.462 1.353 0.2434
O -1.2211 1.6474 -1.9346 -1.024 1.397 -0.793 -0.7235
O 0.4223 0.2634 -1.4324 0.584 -0.010 0.581 -0.7142
N -0.3417 -1.5067 1.2643 -1.074 -0.511 0.357 -0.7329
H -2.0757 1.2003 2.5479 -0.274 0.263 -0.470 0.3542
H -0.6342 0.8330 3.3807 -0.006 -0.504 0.653 0.3093
H -1.9711 -0.4483 3.1257 0.726 0.540 0.123 0.2889
H 0.4471 0.3555 1.4918 -1.467 0.062 -0.551 -0.0263
H -2.1711 -0.1715 -0.2539 -0.241 -0.316 0.617 0.1399
H -1.9220 1.4404 0.5479 0.189 -0.877 -0.798 0.1906
H -1.2599 -1.9528 1.0459 1.250 0.180 -0.004 0.2752
H 0.3525 -1.7388 0.5227 -0.986 0.514 0.503 0.3968
H 0.9085 -1.8037 -1.8305 0.967 0.640 0.778 0.3393
H 2.2356 -1.3853 -1.0935 0.470 1.359 -0.488 0.3102
O 1.6440 -2.0938 -1.2498 -1.167 -2.324 -0.428 -0.6521
H 1.8270 0.9572 -0.2450 1.983 0.411 -0.356 0.4185
H 2.2619 -0.2027 0.1224 -0.675 -3.556 1.022 0.2764
O 2.7429 0.5674 0.0182 -1.202 3.143 -0.625 -0.7382
```
Positions in Å, forces in eV/Å.

## Properties
Charge = -1
HOMO level = -0.1711 hartree
Energy = -14023.9932 eV
Relative energy (zero: lowest compared OMol25 entry of this formula, charge and spin) = 39.7 kcal per mole
Maximum force = 3.76 eV Å⁻¹
Gap between HOMO and LUMO = 8.44 eV


Which of these has the lowest gap between HOMO and LUMO?
C4H12NO3PSiYb


The lowest energy belongs to which entry?
C4H12NO3PSiYb